19
Properties=species:S:1:pos:R:3 method="wB97M-V/def2-TZVPD" de_lowest_kcal_mol=43.6 energy_ev=-5408.616 homo_lumo_gap_ev="2.7 / 11.5" charge=-1 multiplicity=2 homo_ev="1.54 / -7.26"
C 0.29287 -0.57353 -1.96102
C 1.39977 -0.54270 -0.98491
C -0.76034 -1.67917 -1.75386
H -0.40816 0.42462 -2.11926
H 0.87923 -0.65229 -2.87438
H 1.69562 -1.66323 -0.74847
H -0.24804 -2.64658 -1.49815
H -1.69030 -1.44951 -1.18969
H -1.08530 -2.11921 -2.60958
H 2.32117 0.05722 -1.28609
H 1.15051 -0.08095 -0.07654
C -1.21324 1.28302 2.40578
C 0.23696 1.53497 1.90812
H -1.66706 1.23219 1.44657
H -1.15651 0.39945 3.05839
H -1.59723 2.15246 2.95179
H 0.24533 1.93838 0.95410
H 0.70637 0.55380 1.69614
H 0.89834 1.83107 2.68107